# C19H14F29IO7S

C19H14F29IO7S as an isolated structure (wB97M-V/def2-TZVPD, OMol25).

LUMO level (eV): 0.084
Energy (eV): -132003.605
Net charge: 0
Largest force on an atom (hartree/bohr): 0.055

Atoms and positions in Å:
O  -0.59  6.59  0.87
S  0.28  5.64  1.38
O  1.63  5.84  1.12
O  0.04  5.23  2.92
C  0.62  3.90  3.00
I  2.51  4.17  3.97
C  0.44  3.23  1.62
C  1.62  2.68  0.75
F  2.82  2.66  1.28
F  1.67  3.34  -0.39
C  1.29  1.21  0.32
F  2.32  0.78  -0.35
F  0.27  1.24  -0.49
F  1.08  0.46  1.34
O  -0.24  4.21  0.81
H  0.03  3.38  3.74
H  -0.28  2.43  1.74
C  5.69  6.48  8.58
C  5.66  6.24  10.09
C  6.40  5.00  10.60
F  5.89  3.87  10.09
F  6.29  4.93  11.95
F  4.37  6.22  10.51
F  6.24  7.32  10.68
O  4.57  6.04  7.83
C  4.52  4.73  7.42
C  3.35  3.97  8.05
F  3.44  3.98  9.39
F  3.38  2.68  7.64
F  5.70  4.12  7.64
F  4.35  4.75  6.07
H  5.69  7.56  8.45
H  6.63  6.14  8.13
H  7.47  5.06  10.35
H  2.40  4.42  7.76
C  -3.13  -1.19  -4.05
C  -2.56  -0.87  -5.44
C  -1.78  -1.98  -6.14
F  -0.69  -2.35  -5.44
F  -1.36  -1.55  -7.35
F  -1.82  0.25  -5.37
F  -3.63  -0.57  -6.24
O  -2.38  -0.75  -2.93
C  -1.35  -1.54  -2.47
C  0.00  -0.85  -2.60
F  0.27  -0.53  -3.89
F  0.99  -1.67  -2.17
F  -1.37  -2.75  -3.07
F  -1.59  -1.76  -1.16
H  -4.07  -0.64  -3.98
H  -3.42  -2.24  -3.95
H  -2.42  -2.86  -6.29
H  0.03  0.07  -2.02
C  -4.05  -6.57  -7.49
C  -4.36  -5.45  -6.48
C  -3.42  -5.33  -5.28
F  -3.44  -6.44  -4.52
F  -3.82  -4.30  -4.49
F  -5.64  -5.57  -6.07
F  -4.28  -4.27  -7.16
O  -4.79  -7.77  -7.35
C  -4.34  -8.72  -6.46
C  -5.35  -8.96  -5.33
F  -5.58  -7.82  -4.65
F  -4.86  -9.87  -4.46
F  -3.12  -8.40  -5.99
F  -4.21  -9.87  -7.15
H  -4.35  -6.18  -8.46
H  -2.98  -6.76  -7.57
H  -2.40  -5.14  -5.61
H  -6.30  -9.32  -5.73